Here is C11H25LuN2O4P2 as an isolated structure at a distorted geometry from OMol25. Energies are from ωB97M-V/def2-TZVPD.

Values from the calculation:
F_max   2.19 eV/A
HOMO level   -7.40 eV

Structure (XYZ):
```
45
Properties=species:S:1:pos:R:3:forces:R:3
C -0.636750 -2.444104 -2.431920 0.2 0.1 -0.1
C -0.800471 -1.332220 -1.608431 0.3 -0.3 0.0
N 0.252514 -0.680700 -1.057229 0.0 -0.2 -0.5
C 1.492406 -1.013168 -1.496224 -0.1 -0.3 0.0
C 1.713466 -2.090633 -2.351312 -0.3 -0.2 -0.1
C 0.639076 -2.846651 -2.807253 0.0 0.2 0.3
C -2.244991 -0.905078 -1.401937 0.8 1.2 -0.5
P -2.546812 0.655796 -0.452275 -0.2 -0.3 -0.7
Lu -0.117220 1.245062 0.624609 0.5 0.7 1.7
P 2.557340 0.979209 0.249641 0.4 -0.3 -0.2
C 2.735605 -0.216573 -1.135598 0.0 0.0 0.2
O -2.179854 -3.162220 3.825436 1.1 0.0 -0.9
O -0.139808 0.288095 2.582894 -0.4 -0.5 -1.5
H -1.532440 -2.956103 -2.778312 0.3 0.0 0.0
H 2.739373 -2.316624 -2.635592 -0.3 0.0 0.0
H 0.790014 -3.712795 -3.446379 0.0 0.2 0.1
C -3.208116 1.745960 -1.765070 0.2 0.6 0.1
C -4.036272 0.226685 0.505333 -0.2 0.0 0.5
H 3.544429 -0.912177 -0.858520 -0.2 0.2 -0.4
H 3.076821 0.363991 -2.012115 -0.3 -0.4 0.2
H -2.773394 -1.673788 -0.911230 -0.6 -1.1 0.6
H -2.719780 -0.767568 -2.389909 0.3 -0.2 0.3
C 3.686937 2.319936 -0.235513 0.0 0.4 0.0
C 3.472729 0.137184 1.585517 -0.1 -0.1 0.5
H -0.107785 -0.664311 5.246344 0.1 0.9 -1.7
H -0.519757 -0.603229 2.674175 0.3 0.5 0.2
H -2.965192 -3.498520 4.220306 -1.0 -0.4 0.6
H -1.882207 -3.873961 3.234052 -0.1 0.4 0.3
H -0.032644 1.951155 -1.155034 -0.1 0.1 -1.1
H -0.059168 -0.262932 4.531607 -0.1 -1.0 2.0
H -4.265667 1.965786 -1.571692 0.3 0.0 -0.2
H -2.620844 2.673152 -1.724557 -0.3 -0.2 -0.2
H -3.085202 1.288845 -2.754615 0.0 0.2 0.3
H -4.929910 0.656228 0.035096 0.2 -0.3 0.2
H -4.135731 -0.862096 0.603676 -0.1 0.3 0.1
H -3.904936 0.660112 1.506936 -0.3 -0.2 -0.2
H 4.373996 0.712566 1.831253 -0.2 -0.3 0.1
H 2.803433 0.093338 2.456740 0.4 -0.1 -0.1
H 3.739087 -0.881579 1.279293 0.0 0.2 0.2
H 4.624711 2.225856 0.326063 -0.2 0.1 -0.3
H 3.875134 2.273867 -1.314861 0.0 0.1 0.3
H 3.198328 3.273839 0.010652 0.3 -0.3 -0.1
O 1.364344 4.847485 0.999339 -0.9 -0.7 0.0
N 0.985047 3.717197 0.789782 0.2 -0.1 0.1
O -0.219840 3.375691 1.176832 0.3 0.7 0.2
```
Positions in Å, forces in eV/Å.

Here is an isolated molecule of C3H4N4O at a distorted geometry from OMol25. Energies are from ωB97M-V/def2-TZVPD.

Values from the calculation:
F_max   8.66 eV/A
Energy above the lowest of the compared OMol25 structures with the same formula, charge and spin   147.8 kcal/mol
HOMO level   -10.31 eV
SMILES string   [H]/N=C/NNC(=O)C#N

Structure (XYZ):
```
12
Properties=species:S:1:pos:R:3:forces:R:3
H -2.214055 -1.857750 1.266800 0.1 4.8 0.4
N -2.011897 -0.624940 1.092139 1.6 -6.9 -4.5
C -1.513599 -0.938904 -0.160045 -2.7 3.7 6.4
N -1.017644 -0.035992 -1.029438 5.1 -0.5 -5.6
N -0.242481 1.026679 -0.627625 -3.7 7.0 -3.5
C 0.819158 0.898768 0.040461 4.8 0.1 5.0
O 1.556922 1.779659 0.549478 -2.0 -2.9 -2.0
C 1.022308 -0.638036 0.218408 5.3 -1.5 0.4
N 1.819728 -1.522374 0.178701 -3.4 2.6 0.2
H -1.607201 -1.814135 -0.664773 -0.3 -2.9 -1.0
H -0.188984 -0.594981 -1.767284 -3.9 1.4 2.3
H -0.246290 2.195016 -1.119960 -0.9 -4.8 1.9
```
Positions in Å, forces in eV/Å.